## P
Computed, not measured: a 2-piece molecular cluster, C2H5NOS overall, with ωB97M-V/def2-TZVPD.

HOMO-LUMO gap: 8.781 eV
HOMO energy: -8.3 eV
total charge: 0

Geometry (Å):
C -1.42 0.08 0.34
C 0.83 0.57 -0.09
N -1.86 -1.18 0.59
O -1.76 -0.70 -0.78
S 1.44 -1.09 0.03
H -2.04 0.91 0.49
H 1.02 0.98 0.88
H 0.69 0.90 -1.02
H -0.99 -1.72 0.64
H 1.41 -1.28 -1.29

These are the Mulliken partial charges, in e, on atoms 1 to 2: C 0.032; C -0.653

## Q
Computed, not measured: a 2-piece molecular cluster, C2H5NOS overall, with ωB97M-V/def2-TZVPD.

HOMO-LUMO gap: 8.536 eV
HOMO energy: -8.7 eV
total charge: 0

Geometry (Å):
C 0.86 0.66 0.55
C -0.42 0.77 -0.33
H 0.08 -1.11 -1.13
H 1.71 1.34 0.34
H 0.78 0.71 1.68
H -0.46 1.38 -1.22
H -1.83 -1.60 0.52
N -1.37 -0.12 -0.54
O -1.06 -1.25 0.41
S 1.72 -0.79 -0.28

These are the Mulliken partial charges, in e, on atoms 1 to 2: C -0.345; C -0.104

## R
Computed, not measured: a 2-piece molecular cluster, C2H5NOS overall, with ωB97M-V/def2-TZVPD.

HOMO-LUMO gap (spin up / spin down): 8.329 / 8.328 eV
HOMO energy (spin up / spin down): -8.5 / -8.5 eV
total charge: 0
SMILES: [S-][N+]1=CC1.O

Geometry (Å):
S -0.87 0.74 1.72
N -0.45 0.83 0.19
C -0.21 0.22 -0.90
C 0.05 1.66 -0.89
H 0.02 -0.81 -1.28
H 1.23 1.84 -0.79
H -0.58 2.29 -1.42
O 0.37 -2.55 0.96
H 0.69 -1.63 0.68
H -0.24 -2.59 1.72

These are the Mulliken partial charges, in e, on atoms 1 to 2: S -0.274; N -0.053

## S
Computed, not measured: a 2-piece molecular cluster, C2H5NOS overall, with ωB97M-V/def2-TZVPD.

HOMO-LUMO gap: 9.237 eV
HOMO energy: -9.9 eV
total charge: 0

Geometry (Å):
C 0.50 -0.93 -0.04
C 0.50 0.18 -0.68
N -2.12 1.12 -0.68
O -2.73 -0.60 1.10
S -2.38 -0.38 -0.27
H 0.53 -1.03 1.01
H 0.47 -1.81 -0.56
H 0.72 0.19 -1.75
H 0.35 1.09 -0.23
H -2.52 1.75 0.04

These are the Mulliken partial charges, in e, on atoms 1 to 2: C -0.725; C -0.440

In kcal/mol, relative to the most stable structure: P 77.5; Q 71.4; R 32.4; S 0.0.

## P
Computed, not measured: a 2-piece molecular cluster, C2H5NOS overall, with ωB97M-V/def2-TZVPD.

HOMO-LUMO gap (spin up / spin down): 7.822 / 8.712 eV
HOMO energy (spin up / spin down): -9.4 / -9.5 eV
total charge: 0

Geometry (Å):
C 0.62 0.43 -0.14
C -0.26 1.57 -0.01
N -1.57 -1.95 -0.01
O 2.84 -1.00 -0.09
S 2.23 0.29 -0.05
H -1.03 1.30 0.84
H 0.30 2.44 0.04
H -0.82 1.65 -0.87
H -0.58 -1.90 -0.23
H -1.72 -2.83 0.50

These are the Mulliken partial charges, in e, on atoms 1 to 2: C 0.069; C -0.823

## Q
Computed, not measured: an isolated molecule of C2H5NOS, with ωB97M-V/def2-TZVPD.

HOMO-LUMO gap (spin up / spin down): 7.122 / 7.120 eV
HOMO energy (spin up / spin down): -7.0 / -7.0 eV
total charge: 0

Geometry (Å):
C 0.82 0.35 0.04
C 0.30 -0.54 -0.99
N -0.01 0.89 0.90
O -1.90 -0.98 0.98
S -1.73 0.46 1.22
H 1.88 0.55 0.07
H -0.52 -0.02 -1.51
H -0.25 -1.37 -0.51
H 1.01 -0.94 -1.70
H 0.39 1.61 1.49

These are the Mulliken partial charges, in e, on atoms 1 to 2: C 0.138; C -1.118

In kcal/mol, relative to the most stable structure: P 87.6; Q 0.0.

## P
Computed, not measured: an isolated ion of composition CH2NO4S and charge -1, with ωB97M-V/def2-TZVPD.

HOMO-LUMO gap: 8.014 eV
HOMO energy: -4.1 eV
total charge: -1

Geometry (Å):
C 0.11 0.37 -0.09
N -1.33 1.31 0.00
O -1.59 1.73 1.16
O 1.96 2.23 -0.58
O -2.02 1.61 -0.94
O 2.51 -0.09 0.22
S 1.73 1.17 0.46
H 0.02 -0.54 0.59
H 0.21 0.01 -1.07

These are the Mulliken partial charges, in e, on atoms 1 to 2: C -0.549; N 0.721

## Q
Computed, not measured: a 3-piece molecular cluster, CH2NO4S overall, with ωB97M-V/def2-TZVPD.

HOMO-LUMO gap (spin up / spin down): 8.392 / 8.390 eV
HOMO energy (spin up / spin down): -4.8 / -4.7 eV
total charge: -1

Geometry (Å):
C 2.25 0.96 0.04
N 1.59 0.38 -0.75
O -1.70 0.78 1.16
O 3.16 1.41 0.62
O -0.66 -0.85 -1.18
O -2.34 -2.11 0.08
S -1.98 -0.87 -0.61
H 0.56 -0.08 -0.79
H -0.87 0.37 1.42

These are the Mulliken partial charges, in e, on atoms 1 to 2: C 0.475; N -0.431

In kcal/mol, relative to the most stable structure: P 65.4; Q 0.0.

## P
Computed, not measured: a 2-piece molecular cluster, CH4IN2 overall, with ωB97M-V/def2-TZVPD.

HOMO-LUMO gap: 9.380 eV
HOMO energy: -14.1 eV
total charge: +1

Geometry (Å):
C -1.47 -0.10 -0.08
N -0.44 0.05 0.54
N -2.37 -0.35 -0.76
I 3.12 -0.55 0.12
H 1.50 -0.72 0.42
H -0.47 0.55 1.49
H 3.11 0.88 -0.48
H -2.99 0.24 -1.26

These are the Mulliken partial charges, in e, on atoms 1 to 2: C 0.291; N -0.520

## Q
Computed, not measured: an isolated ion of composition CH4IN2 and charge +1, with ωB97M-V/def2-TZVPD.

HOMO-LUMO gap: 8.776 eV
HOMO energy: -13.6 eV
total charge: +1
SMILES: N/C=[NH+]/I

Geometry (Å):
N -1.33 -0.01 0.08
C -0.15 -0.50 0.13
N 1.17 0.40 -0.09
I 3.12 0.04 -0.16
H -2.17 -0.57 0.29
H -1.38 1.02 -0.27
H -0.07 -1.52 0.58
H 0.78 1.14 -0.56

These are the Mulliken partial charges, in e, on atoms 1 to 2: N -0.232; C 0.196

In kcal/mol, relative to the most stable structure: P 20.4; Q 0.0.